1.
Molecular formula: C26H23CoN7O2S5
Method: DFT, the ωB97M-V functional and the def2-TZVPD basis

Geometry as XYZ:
```
64
Properties=species:S:1:pos:R:3:forces:R:3:lowdin_spin:R:1
Co 0.175525 2.071466 -0.045342 -0.330 0.409 -1.049 0.917
C 1.995225 1.706466 3.636858 -0.201 0.016 -0.259 -0.001
C 0.961325 2.157666 2.622658 -0.191 0.244 -0.134 -0.001
O 1.104425 1.710966 1.441958 1.413 -0.394 1.859 0.012
C -0.021675 3.059166 3.012658 0.449 -0.513 0.433 0.006
C -0.944175 3.618566 2.121958 -0.549 0.291 -1.439 0.008
C -1.913775 4.660066 2.610858 0.115 -0.077 -0.054 0.000
N -0.949075 3.296966 0.837958 0.063 -0.159 1.729 -0.006
N -1.840975 3.940066 0.035558 -1.202 0.870 -0.658 -0.002
C -1.673375 3.552566 -1.207742 1.285 -0.780 1.355 -0.004
O -0.753075 2.708866 -1.517142 -0.873 0.854 -1.281 -0.003
C -2.525875 4.090366 -2.267442 -0.434 0.290 -0.586 0.000
C -2.634275 3.390966 -3.471442 0.174 -0.037 0.398 -0.001
C -3.401575 3.887566 -4.502942 -0.226 0.179 -0.174 0.000
C -4.059075 5.102966 -4.361242 0.018 -0.047 -0.043 -0.001
C -3.961175 5.803066 -3.164742 -0.233 0.100 -0.231 0.000
C -3.213975 5.296966 -2.119842 0.245 -0.258 0.087 -0.001
H 2.068525 0.621566 3.624058 0.060 -0.146 -0.039 0.000
H 1.741825 2.041766 4.639258 -0.015 0.056 0.104 0.000
H 2.964725 2.116866 3.354358 0.105 -0.035 -0.006 0.000
H -0.057775 3.371866 4.046358 0.006 0.017 0.064 0.001
H -1.790775 4.818666 3.680158 0.009 0.024 0.087 0.000
H -2.936775 4.353666 2.396658 -0.054 0.033 -0.043 0.000
H -1.738875 5.592866 2.074258 -0.090 0.063 0.011 0.000
H -2.112575 2.451766 -3.569842 0.139 -0.109 0.030 0.000
H -3.491575 3.321366 -5.420342 0.026 0.006 -0.076 0.000
H -4.640075 5.501166 -5.183542 -0.060 0.037 -0.014 0.000
H -4.481275 6.749266 -3.059542 0.024 0.005 0.050 0.000
H -3.130275 5.821466 -1.180442 0.018 0.050 0.094 0.000
S 0.288725 -0.460334 -6.562342 -0.064 -0.232 -0.704 0.001
C 0.396725 -0.166434 -4.939242 0.200 0.039 0.832 0.002
S 1.694425 0.769166 -4.234342 -1.353 -0.653 -0.047 0.001
C 1.095425 0.748666 -2.587842 -0.316 -0.632 -0.565 0.004
C -0.049875 0.040666 -2.357042 0.430 0.035 -0.271 0.007
S -0.814675 -0.105734 -0.838642 -0.755 -0.370 0.385 0.047
S -0.756275 -0.756834 -3.757242 1.073 0.881 -0.506 0.004
S 1.983325 1.598166 -1.403942 0.893 0.233 0.388 0.009
C -0.523375 -2.375634 2.263358 0.022 -0.066 0.023 0.000
C 0.885125 -2.066134 1.925658 -0.092 0.336 -0.054 0.000
N 1.283425 -1.036234 1.242058 -0.444 -0.229 0.214 0.000
C 2.638325 -1.088334 1.196158 0.271 -0.236 0.229 0.000
C 3.079825 -2.174034 1.889858 0.522 0.155 -0.124 0.000
N 1.951825 -2.808134 2.370058 -0.043 -0.378 0.189 0.000
C 1.900725 -4.106334 2.981758 0.377 0.535 0.754 0.000
N 1.333925 -5.089234 2.111358 -0.976 -1.097 -0.711 0.000
N 0.316225 -5.919734 2.529058 0.437 0.206 -0.957 0.000
N -0.107475 -6.604934 1.513458 -0.218 0.173 1.397 0.000
C 0.583525 -6.244434 0.407758 1.114 0.843 -0.544 0.000
C 0.489125 -6.663934 -0.925442 0.181 0.184 0.075 0.000
C 1.359725 -6.088934 -1.833042 -0.613 -0.629 -0.126 0.000
C 2.303525 -5.138834 -1.459142 0.406 0.543 0.925 0.000
C 2.412625 -4.696834 -0.142842 0.340 0.088 -0.993 0.000
C 1.537425 -5.255634 0.769058 -0.866 -0.789 0.416 0.000
H -1.149475 -1.603734 1.825958 -0.001 0.015 -0.076 0.000
H -0.654075 -2.380634 3.346458 -0.136 -0.056 0.101 0.000
H -0.821575 -3.345634 1.868558 -0.138 -0.091 -0.010 0.000
H 3.183925 -0.336134 0.661758 0.178 0.206 -0.116 0.000
H 4.065925 -2.542834 2.103458 0.138 -0.107 0.017 0.000
H 1.280825 -4.091934 3.889258 0.137 -0.098 -0.252 0.000
H 2.927425 -4.393134 3.258058 -0.277 0.130 -0.057 0.000
H -0.246175 -7.394834 -1.226242 -0.045 -0.050 -0.014 0.000
H 1.300425 -6.377934 -2.874442 -0.019 -0.012 -0.003 0.000
H 2.965925 -4.726434 -2.207242 -0.032 0.080 -0.014 0.000
H 3.125025 -3.933734 0.131958 -0.022 0.051 -0.017 0.000
```
Forces are in eV/Å.

lowest unoccupied orbital energy (alpha / beta): 3.8943 / 3.8943 eV
HOMO level (alpha / beta): -0.04 / -0.02 eV
spin multiplicity: 2
total energy: -4912.12744 a.u.
charge: -2

---

2.
Molecular formula: C26H23F17N2O4
Method: DFT, the ωB97M-V functional and the def2-TZVPD basis

Geometry as XYZ:
```
72
Properties=species:S:1:pos:R:3:forces:R:3:lowdin_charge:R:1
C 0.197650 -1.998713 2.634274 0.446 0.002 0.066 -0.113
C 0.289541 -3.524369 2.681956 -0.088 0.355 0.270 -0.260
C -0.931809 -4.253975 2.140204 -0.314 0.619 -0.564 -0.207
C -1.311398 -3.770716 0.752247 1.011 0.201 0.388 -0.189
O -2.447980 -4.494703 0.273677 -0.485 -0.386 -0.190 -0.020
N -3.310687 -3.674870 -0.436692 -0.506 -0.453 -0.368 0.003
C -4.226144 -2.832049 0.253102 0.953 0.617 -0.255 -0.337
O -5.118782 -3.191420 0.946811 -0.277 -0.193 0.837 0.174
C -3.849903 -1.450264 -0.187137 -0.288 0.192 -0.172 -0.083
C -4.187726 -0.229463 0.364858 0.160 0.062 -0.391 0.024
C -3.629409 0.907005 -0.224965 0.113 -0.580 -0.179 -0.003
C -2.777159 0.823957 -1.338728 -0.305 -0.008 0.263 -0.140
C -2.177642 2.110105 -1.883110 0.464 -0.878 -0.042 -0.100
C -0.653497 2.152248 -1.641618 -0.166 0.052 0.179 -0.058
C -0.249000 2.675456 -0.274087 -0.005 -0.143 0.116 -0.414
F -1.189247 2.404746 0.663333 -0.079 -0.046 -0.009 0.129
F 0.879948 2.019515 0.120214 0.095 0.145 0.026 0.109
C 0.000386 4.218063 -0.217396 -0.227 -0.097 -0.626 -0.343
F -0.694913 4.760130 -1.254607 0.000 0.016 -0.013 0.133
F -0.493726 4.779483 0.890467 0.255 -0.071 0.241 0.172
C 1.478015 4.647627 -0.438028 -0.218 0.599 0.116 -0.339
F 1.448462 5.931732 -0.840370 0.014 0.042 0.009 0.157
F 1.988234 3.931170 -1.454923 0.063 -0.248 0.071 0.162
C 2.366170 4.595279 0.853092 -0.244 -0.191 -0.025 -0.339
F 2.358112 5.810054 1.417066 0.203 0.132 -0.065 0.178
F 1.823660 3.750973 1.749084 0.023 -0.174 -0.072 0.164
C 3.832811 4.126376 0.653894 0.393 -0.006 0.653 -0.343
F 4.351762 3.998348 1.898742 -0.047 0.085 0.059 0.159
F 3.867894 2.910946 0.096013 -0.190 0.014 -0.284 0.178
C 4.767456 5.112950 -0.081922 -0.117 0.153 -0.291 -0.349
F 4.990024 6.167317 0.715352 0.111 -0.027 0.158 0.174
F 4.169142 5.583261 -1.193570 -0.136 -0.259 -0.128 0.171
C 6.137827 4.533717 -0.532683 0.285 0.527 0.075 -0.353
F 6.777783 5.564708 -1.120824 0.018 0.151 0.057 0.164
F 5.979416 3.582923 -1.456127 -0.205 -0.237 0.042 0.181
C 7.086943 4.006542 0.577653 0.393 -0.359 -0.768 -0.570
F 7.211932 4.853367 1.578443 -0.188 0.140 0.350 0.208
F 8.288088 3.842486 0.018021 0.141 0.022 -0.041 0.183
F 6.686838 2.817319 1.004074 -0.261 -0.089 0.343 0.193
C -2.482777 -0.427638 -1.930544 -0.057 0.046 0.264 -0.089
C -1.618946 -0.572985 -3.162425 -0.750 -0.260 -0.351 -0.094
C -2.410250 -1.164418 -4.344053 -0.168 0.100 -0.175 -0.235
O -2.368462 -0.225266 -5.424167 -0.029 -0.031 0.171 -0.069
C -3.032745 -1.550957 -1.310923 -0.180 0.322 -0.076 -0.031
C -2.869737 -3.017605 -1.613425 0.152 0.784 0.954 -0.328
O -2.504548 -3.559928 -2.605806 0.730 -0.330 -0.577 0.169
H 0.179733 -1.598004 1.621869 -0.171 0.013 -0.093 0.060
H -0.646367 -1.608164 3.200915 -0.187 -0.039 -0.083 0.079
H 1.098100 -1.585402 3.088359 0.021 0.081 0.092 0.070
H 0.383367 -3.802333 3.729320 0.137 -0.205 0.052 0.091
H 1.216415 -3.824596 2.191427 -0.048 -0.191 -0.161 0.109
H -1.781898 -4.029505 2.785435 -0.048 -0.305 0.191 0.122
H -0.756255 -5.317721 2.110453 -0.082 -0.208 0.088 0.074
H -0.451659 -3.918465 0.088573 -0.158 -0.078 -0.299 0.137
H -1.487465 -2.697334 0.797470 -0.398 0.026 -0.146 0.111
H -4.831719 -0.172405 1.229513 -0.055 0.043 0.035 0.123
H -3.838493 1.877906 0.201459 0.025 0.068 0.001 0.116
H -2.317236 2.095971 -2.960983 -0.193 0.378 -0.087 0.121
H -2.680044 2.962618 -1.441575 -0.045 0.182 -0.119 0.118
H -0.250210 1.145235 -1.683180 0.030 -0.139 0.012 0.125
H -0.138009 2.719313 -2.411302 0.001 0.128 -0.016 0.131
H -1.291671 0.397104 -3.515499 0.318 0.030 0.052 0.096
H -0.766236 -1.221319 -2.976702 0.181 0.126 0.205 0.130
H -3.449622 -1.337838 -4.060929 -0.062 -0.017 0.109 0.121
H -2.005271 -2.123225 -4.654569 0.155 -0.063 -0.019 0.108
H -3.034241 -0.504121 -6.058720 0.060 0.075 -0.134 0.083
C -1.004576 -8.811533 3.423165 -0.060 -0.295 -0.127 -0.063
C -0.785729 -7.441011 3.857129 0.017 0.033 0.106 -0.250
N -0.613466 -6.359582 4.199660 0.036 -0.218 0.205 0.162
H -1.350755 -8.838667 2.390841 0.002 0.101 0.004 0.085
H -0.083628 -9.388359 3.488478 0.045 0.080 0.034 0.083
H -1.754672 -9.297028 4.044943 -0.011 0.083 0.050 0.084
```
Forces are in eV/Å.

lowest unoccupied orbital energy: -0.2629 eV
HOMO level: -9.48 eV
total energy: -3112.69453 a.u.

---

3.
Molecular formula: C26H23F3N3O6Tl
Method: DFT, the ωB97M-V functional and the def2-TZVPD basis

Geometry as XYZ:
```
62
Properties=species:S:1:pos:R:3:forces:R:3:lowdin_charge:R:1
Tl -0.701866 -0.425127 -1.134935 0.445 -0.767 0.742 1.199
O 1.528534 0.224273 -0.908335 -0.165 0.069 0.738 -0.167
N 1.975534 -0.000027 0.263465 0.680 0.100 -0.539 0.004
N 1.127734 -0.080727 1.207265 -0.369 0.116 -0.768 -0.218
O -0.162966 0.063373 1.065665 -0.350 0.182 -0.369 -0.147
C 1.633634 -0.427627 2.473265 0.445 -0.190 0.972 -0.186
C 2.996234 -0.301327 2.722965 -0.069 0.141 0.094 -0.018
C 3.472034 -0.577227 3.989365 -0.078 -0.012 0.039 -0.080
C 2.602734 -0.995627 4.986865 -0.006 -0.042 0.130 -0.092
C 1.255034 -1.166327 4.713165 0.158 0.001 0.028 -0.075
C 0.762234 -0.886627 3.450665 -0.048 0.162 -0.273 -0.010
H 3.655434 0.022973 1.934565 0.044 0.036 -0.001 0.112
H 4.521634 -0.445427 4.210065 0.063 -0.025 -0.032 0.105
H 2.975834 -1.175327 5.984365 0.038 -0.065 0.069 0.100
H 0.584734 -1.501027 5.491165 -0.062 -0.039 0.025 0.103
H -0.281166 -1.005727 3.205165 -0.061 0.043 0.003 0.117
C -5.556066 -3.488427 -1.507535 -0.417 0.018 0.003 -0.043
N -4.292166 -2.790027 -1.612235 0.225 0.015 -0.059 -0.133
C -3.109366 -3.578527 -1.904535 0.417 0.026 0.002 -0.016
C -4.145166 -1.473127 -1.437835 -0.549 -0.024 -0.054 -0.471
C -5.371066 -0.601727 -1.325235 0.120 -0.042 0.031 0.033
O -3.036566 -0.930027 -1.430635 0.216 0.000 0.019 -0.072
H -5.366166 -4.557027 -1.435035 0.042 0.071 0.019 0.090
H -6.182466 -3.313127 -2.386835 -0.026 -0.048 0.081 0.100
H -6.096266 -3.187527 -0.609935 -0.029 -0.042 -0.069 0.095
H -3.399366 -4.492427 -2.419135 -0.018 0.033 0.060 0.093
H -2.566766 -3.815327 -0.986735 0.069 -0.058 -0.090 0.100
H -2.449266 -3.004527 -2.556035 0.017 -0.114 0.081 0.092
H -6.306866 -1.135727 -1.418235 -0.115 -0.027 0.018 0.064
H -5.303066 0.136273 -2.121335 0.018 0.054 -0.044 0.099
H -5.345866 -0.057727 -0.383735 0.029 -0.020 0.068 0.098
F 1.624034 8.428973 -2.182635 0.085 -0.154 -0.207 0.139
C 0.760434 8.048073 -1.222635 0.182 0.381 0.066 -0.592
F 1.420634 8.200173 -0.059135 0.055 -0.191 0.179 0.139
F -0.219866 8.960673 -1.217735 -0.344 -0.060 -0.046 0.137
C 0.276434 6.642473 -1.418035 -0.055 0.002 0.004 -0.119
C 1.222334 5.622173 -1.426735 -0.162 0.142 -0.027 0.002
C 0.809034 4.318273 -1.588835 -0.019 0.150 -0.002 0.003
C -0.549566 4.023373 -1.735035 0.261 0.388 0.131 -0.234
C -1.488366 5.051973 -1.736635 0.061 -0.113 -0.014 -0.008
C -1.074166 6.361473 -1.575835 0.220 0.139 0.010 -0.003
C -0.892066 2.649373 -1.793035 -0.464 -0.796 -0.188 -0.101
C -1.101466 1.458473 -1.802835 -0.223 0.851 -0.397 -0.095
H 2.268534 5.854073 -1.297235 0.096 0.020 -0.005 0.127
H 1.520834 3.509673 -1.591335 0.099 -0.126 0.024 0.123
H -2.536266 4.824273 -1.853535 -0.083 -0.053 0.012 0.119
H -1.794766 7.164673 -1.562335 -0.043 0.045 -0.015 0.119
O 3.235234 -2.571727 -1.944035 0.041 0.191 -0.334 0.083
C 3.168734 -2.934627 -0.665035 -0.193 -0.227 0.335 -0.269
C 4.363734 -3.175827 0.018865 0.033 0.028 -0.253 -0.004
C 4.354634 -3.530527 1.347465 -0.069 0.082 -0.121 -0.075
C 3.154134 -3.657727 2.035965 -0.179 -0.201 0.221 -0.094
C 1.963134 -3.442127 1.377265 0.102 -0.038 -0.058 -0.025
C 1.950434 -3.079027 0.027365 0.018 0.046 -0.245 -0.080
C 0.697734 -2.609927 -0.603035 0.204 -0.576 0.193 -0.611
O -0.342466 -2.454627 0.081165 -0.448 0.323 0.079 -0.024
O 0.705534 -2.218627 -1.816935 -0.199 0.356 -0.472 -0.066
H 2.327134 -2.302627 -2.231335 0.250 -0.145 0.134 0.084
H 5.283734 -3.056727 -0.531335 0.130 0.010 -0.037 0.117
H 5.289334 -3.691627 1.862965 0.110 -0.024 0.042 0.105
H 3.164934 -3.903827 3.088065 -0.081 -0.044 0.040 0.103
H 1.019434 -3.522027 1.896465 -0.051 0.039 0.027 0.119
```
Forces are in eV/Å.

ΔE to the lowest compared entry with this formula, charge and spin: 21.1 kcal per mole
lowest unoccupied orbital energy: -0.1084 eV
HOMO level: -8.01 eV
total energy: -2092.21281 a.u.